# 1
19
Properties=species:S:1:pos:R:3 method="wB97M-V/def2-TZVPD" homo_energy_ha=-0.034 lumo_ev=6.57 de_lowest_ev=0.000 smiles="CC[C@@]1([O-])O[P@@](=O)([O-])n2nncc21" charge=-2 gap_ev=7.504
C 0.302 -2.128 -1.289
C 0.379 -1.360 -0.006
C 0.888 -0.012 -0.326
O 2.005 -0.043 -0.903
O -0.243 0.513 -1.458
P -1.629 0.972 -0.731
O -2.335 1.874 -1.674
O -2.502 -0.085 -0.119
N -0.841 1.682 0.702
N -0.947 2.406 1.730
N 0.109 2.403 2.418
C 1.114 1.497 1.885
C 0.713 0.928 0.784
H 0.020 -3.187 -1.320
H -0.432 -1.616 -1.825
H 1.278 -1.976 -1.648
H 0.942 -1.803 0.873
H -0.653 -1.101 0.356
H 1.834 1.037 2.550



# 2
75
Properties=species:S:1:pos:R:3 method="wB97M-V/def2-TZVPD" homo_energy_ha=-0.362 lumo_ev=0.05 smiles="NB(O)[C@]1(CCF)OC(=O)O[C@@]1(C[C@H](O)C(F)(F)F)B(O)O.O=C1OCCO1.O=C1OCCO1.O=C1OCCO1.O=C1OCCO1" gap_ev=9.884
N -2.350 -4.098 5.260
B -2.423 -3.403 3.984
O -2.367 -4.146 2.829
C -2.574 -1.797 3.954
C -1.718 -1.124 2.873
C -0.340 -1.685 2.620
F 0.435 -1.754 3.771
O -1.963 -1.382 5.208
C -2.950 -1.118 6.084
O -2.889 -1.230 7.267
O -3.989 -0.612 5.395
C -4.062 -1.250 4.057
C -5.166 -2.297 4.315
C -5.656 -3.319 3.270
O -5.132 -4.608 3.542
C -5.507 -2.957 1.802
F -4.249 -2.658 1.427
F -6.306 -1.918 1.496
F -5.894 -4.000 1.028
B -4.388 0.063 3.152
O -4.236 0.051 1.791
O -4.834 1.211 3.776
H -2.804 -5.002 5.146
H -1.377 -4.327 5.451
H -2.219 -3.611 2.044
H -1.587 -0.082 3.168
H -2.229 -1.174 1.916
H 0.134 -1.010 1.912
H -0.344 -2.673 2.160
H -4.842 -2.878 5.176
H -6.031 -1.735 4.656
H -6.733 -3.420 3.393
H -4.440 -4.838 2.912
H -3.635 0.725 1.458
H -4.089 1.714 4.123
O -0.489 0.222 0.212
C 0.293 0.165 -0.688
O 0.656 -0.976 -1.302
C 1.427 -0.631 -2.469
C 1.948 0.741 -2.108
O 0.929 1.226 -1.214
H 2.217 -1.352 -2.639
H 0.760 -0.613 -3.332
H 2.896 0.694 -1.571
H 2.052 1.403 -2.959
O 1.961 3.688 -2.951
C 1.306 4.480 -2.354
O 1.784 5.287 -1.383
C 0.769 6.245 -1.053
C -0.494 5.531 -1.494
O -0.010 4.689 -2.549
H 0.794 6.470 0.009
H 0.953 7.159 -1.620
H -0.914 4.900 -0.710
H -1.263 6.200 -1.869
O 4.904 -1.130 -3.506
C 4.511 -1.463 -4.574
O 5.282 -1.803 -5.625
C 4.442 -2.356 -6.646
C 3.092 -1.748 -6.316
O 3.195 -1.549 -4.901
H 4.814 -2.081 -7.628
H 4.445 -3.443 -6.550
H 2.940 -0.780 -6.797
H 2.253 -2.399 -6.546
O 8.186 2.073 -3.794
C 7.276 2.726 -3.411
O 6.470 3.472 -4.208
C 5.362 3.932 -3.426
C 5.921 3.885 -2.019
O 6.893 2.840 -2.116
H 5.065 4.929 -3.740
H 4.522 3.251 -3.562
H 6.428 4.810 -1.740
H 5.175 3.645 -1.267



# 3
114
Properties=species:S:1:pos:R:3 method="wB97M-V/def2-TZVPD" homo_energy_ha="-0.203 / -0.240" lumo_ev="0.05 / 0.04" de_lowest_ev=1.429 gap_ev="5.578 / 6.574" spin_multiplicity=3
Ti -0.464 0.573 0.569
C 2.945 0.652 4.831
C 1.683 1.217 4.173
C 1.721 2.742 4.265
P 1.341 0.620 2.454
C 2.959 0.626 1.533
C 4.066 -0.340 1.946
C 3.497 2.038 1.322
C 1.043 -1.185 2.664
C 0.965 -1.835 3.893
C 0.562 -3.157 4.012
C 0.502 -3.837 5.351
C 0.189 -3.827 2.849
C 0.231 -3.195 1.621
C 0.679 -1.875 1.497
N 0.651 -1.177 0.268
C 1.183 -1.766 -0.848
C 1.764 -3.060 -0.869
C 2.161 -3.665 -2.041
C 2.043 -3.035 -3.279
C 2.450 -3.705 -4.562
C 1.625 -1.717 -3.249
C 1.245 -1.050 -2.080
P 1.298 0.773 -1.946
C 3.090 1.102 -2.436
C 4.049 0.123 -1.750
C 3.444 1.128 -3.924
C 0.261 1.492 -3.301
C 0.064 0.758 -4.624
C 0.633 2.960 -3.537
H 2.883 0.809 5.911
H 3.829 1.187 4.482
H 3.107 -0.408 4.653
H 0.796 0.884 4.720
H 2.484 3.168 3.615
H 1.971 3.029 5.288
H 0.757 3.169 4.016
H 2.580 0.284 0.562
H 4.635 0.022 2.798
H 4.770 -0.458 1.119
H 3.675 -1.328 2.189
H 3.967 2.430 2.224
H 2.711 2.732 1.016
H 4.259 2.030 0.538
H 1.197 -1.297 4.801
H 0.837 -3.169 6.143
H 1.134 -4.726 5.374
H -0.514 -4.153 5.593
H -0.156 -4.854 2.912
H -0.119 -3.711 0.734
H 1.914 -3.593 0.056
H 2.584 -4.662 -1.991
H 2.557 -4.781 -4.425
H 3.406 -3.326 -4.931
H 1.711 -3.544 -5.349
H 1.633 -1.166 -4.178
H 3.279 2.101 -2.026
H 4.110 -0.804 -2.321
H 3.754 -0.150 -0.742
H 5.049 0.558 -1.706
H 3.225 0.176 -4.401
H 4.520 1.292 -4.029
H 2.941 1.915 -4.478
H -0.725 1.521 -2.824
H 0.967 0.742 -5.235
H -0.710 1.275 -5.198
H -0.270 -0.268 -4.476
H -0.257 3.514 -3.830
H 1.357 3.072 -4.343
H 1.046 3.437 -2.647
N -3.450 -3.180 0.808
C -3.669 -2.207 -0.326
C -3.016 -2.647 -1.613
C -2.889 -1.346 -2.408
N -1.980 -0.471 -1.691
C -4.246 -0.694 -2.604
C -5.078 -0.501 -1.343
N -4.481 0.554 -0.529
C -5.112 -1.802 -0.520
H -2.766 -3.897 0.559
H -4.305 -3.632 1.130
H -3.014 -2.607 1.579
H -3.132 -1.312 0.007
H -3.605 -3.389 -2.159
H -2.017 -3.053 -1.430
H -2.512 -1.586 -3.412
H -2.197 0.507 -1.902
H -1.033 -0.657 -2.022
H -4.805 -1.341 -3.287
H -4.125 0.268 -3.108
H -6.107 -0.280 -1.664
H -5.111 0.900 0.181
H -4.149 1.347 -1.077
H -5.680 -2.569 -1.054
H -5.603 -1.612 0.437
C -3.598 2.769 3.148
S -1.922 2.482 2.605
C -1.379 4.190 2.494
O -1.257 1.963 3.849
H -4.172 3.304 2.395
H -3.519 3.320 4.083
H -4.014 1.781 3.323
H -1.370 4.575 3.514
H -2.040 4.769 1.852
H -0.369 4.175 2.088
Br -2.242 -0.675 2.169
C -1.530 4.730 -1.286
S -2.178 3.125 -0.857
O -2.709 2.509 -2.068
O -3.168 3.344 0.180
O -0.984 2.385 -0.356
H -2.114 5.470 -0.749
H -1.638 4.871 -2.353
H -0.486 4.791 -1.001



# 4
9
Properties=species:S:1:pos:R:3 method="wB97M-V/def2-TZVPD" homo_energy_ha=-0.318 lumo_ev=-0.64 de_lowest_ev=3.980 smiles="O=CN(O)C=S" gap_ev=8.028
O 0.540 2.133 0.029
C -0.350 1.279 -0.193
N -0.216 -0.127 -0.240
O -1.375 -0.844 -0.100
C 0.988 -0.897 -0.116
S 2.462 -0.065 -0.080
H -1.418 1.761 -0.200
H -1.446 -1.155 0.897
H 0.815 -2.086 0.002



# 5
61
Properties=species:S:1:pos:R:3 method="wB97M-V/def2-TZVPD" homo_energy_ha="-0.272 / -0.272" lumo_ev="-0.41 / -0.41" de_lowest_ev=2.632 gap_ev="6.990 / 6.989"
Pt -1.055 -0.953 1.717
C 2.285 0.571 2.613
N 2.152 1.724 1.685
C 3.005 1.558 0.489
C 0.710 1.932 1.265
C -0.189 1.933 2.464
C -0.246 3.106 3.217
C -1.039 3.186 4.345
C -1.757 2.069 4.738
C -1.678 0.894 4.007
C -0.908 0.789 2.846
H 3.337 0.320 2.734
H 1.736 -0.281 2.211
H 1.853 0.824 3.577
H 2.449 2.559 2.190
H 2.699 0.649 -0.024
H 4.053 1.489 0.777
H 2.865 2.400 -0.183
H 0.456 1.118 0.578
H 0.660 2.880 0.727
H 0.325 3.975 2.901
H -1.088 4.106 4.912
H -2.379 2.112 5.622
H -2.236 0.037 4.359
C 3.440 -3.015 0.837
S 1.927 -2.174 0.170
C 1.773 -3.315 -1.235
O 0.928 -2.565 1.211
H 3.306 -4.094 0.865
H 3.572 -2.653 1.855
H 4.304 -2.753 0.227
H 2.739 -3.355 -1.736
H 1.019 -2.918 -1.904
H 1.476 -4.295 -0.866
I -2.620 -2.785 2.649
O -0.146 -0.564 -0.436
C -0.896 -0.317 -1.582
C 0.039 0.225 -2.660
C 0.496 -0.350 -3.804
C 1.409 0.471 -4.525
C 1.653 1.650 -3.904
S 0.754 1.788 -2.443
C -1.633 -1.570 -2.056
C -1.789 -2.737 -1.377
C -2.645 -3.659 -2.039
C -3.142 -3.167 -3.199
S -2.570 -1.575 -3.514
C -2.001 0.707 -1.344
C -2.477 1.673 -2.181
C -3.574 2.384 -1.630
C -3.917 1.924 -0.400
S -2.928 0.610 0.100
H 0.204 -1.332 -4.141
H 1.847 0.187 -5.471
H 2.290 2.459 -4.219
H -1.311 -2.943 -0.430
H -2.872 -4.642 -1.654
H -3.824 -3.631 -3.892
H -2.067 1.873 -3.159
H -4.078 3.192 -2.139
H -4.696 2.269 0.258



# 6
20
Properties=species:S:1:pos:R:3 method="wB97M-V/def2-TZVPD" homo_energy_ha=-0.319 lumo_ev=0.95 de_lowest_ev=1.593 smiles="CNC(=O)[C@H](C)NC" gap_ev=9.635
C 2.191 -1.275 0.618
N 2.291 -0.022 -0.136
C 1.113 0.766 -0.231
O 1.221 1.970 -0.231
C -0.237 0.060 -0.246
C -0.797 0.260 -1.654
N -1.008 0.800 0.746
C -2.324 0.183 1.068
H 1.534 -1.185 1.482
H 3.171 -1.610 0.941
H 1.902 -2.087 -0.051
H 3.069 0.585 0.061
H -0.261 -0.999 -0.035
H -0.352 -0.328 -2.469
H -0.756 1.239 -2.120
H -1.836 -0.088 -1.694
H -1.151 1.786 0.542
H -2.934 0.258 0.167
H -2.117 -0.874 1.239
H -2.718 0.561 2.005



# 7
107
Properties=species:S:1:pos:R:3 method="wB97M-V/def2-TZVPD" homo_energy_ha=-0.103 lumo_ev=3.60 de_lowest_ev=0.007 charge=-2 gap_ev=6.417
Ca -0.403 -0.210 -0.353
Cl 3.132 -0.623 -2.256
C 2.951 -1.736 -0.902
C 1.767 -1.711 -0.185
C 1.751 -2.569 0.902
Cl 0.287 -2.644 1.881
C 2.813 -3.386 1.286
Cl 2.729 -4.391 2.694
C 3.962 -3.392 0.504
Cl 5.300 -4.409 0.922
C 4.031 -2.567 -0.614
Cl 5.462 -2.580 -1.597
N -1.763 8.150 -7.171
C -1.605 7.271 -6.446
C -1.407 6.171 -5.540
C -0.296 6.154 -4.699
C -0.114 5.096 -3.827
C -1.025 4.043 -3.789
C -2.131 4.068 -4.635
C -2.328 5.126 -5.506
C -0.822 2.904 -2.847
C -0.438 1.702 -3.424
C -0.187 1.475 -4.818
C 0.133 0.151 -4.944
C 0.074 -0.386 -3.625
N -0.251 0.516 -2.727
C -1.038 3.199 -1.493
C -1.502 4.447 -0.984
C -1.566 4.313 0.385
C -1.139 2.993 0.660
N -0.827 2.319 -0.441
H 0.414 6.969 -4.732
H 0.739 5.073 -3.161
H -2.835 3.247 -4.602
H -3.189 5.148 -6.160
H -0.238 2.216 -5.601
H 0.386 -0.389 -5.844
H 0.264 -1.407 -3.329
H -1.756 5.320 -1.566
H -1.873 5.050 1.110
H -1.048 2.521 1.628
O 2.347 2.120 1.160
C 2.426 1.510 2.433
C 1.173 0.607 2.679
O 1.066 0.067 3.777
O 0.354 0.573 1.711
C 2.472 2.636 3.468
C 3.655 3.350 3.642
C 3.709 4.447 4.489
C 2.574 4.850 5.180
C 1.390 4.147 5.011
C 1.340 3.048 4.163
C 3.669 0.634 2.510
C 4.436 0.397 1.378
C 5.562 -0.418 1.449
C 5.923 -1.011 2.648
C 5.152 -0.780 3.783
C 4.038 0.039 3.716
H 1.442 1.938 0.855
H 4.541 3.037 3.104
H 4.640 4.989 4.609
H 2.612 5.705 5.844
H 0.497 4.451 5.543
H 0.413 2.501 4.051
H 4.138 0.845 0.440
H 6.143 -0.606 0.554
H 6.786 -1.664 2.695
H 5.414 -1.253 4.722
H 3.422 0.202 4.591
C -3.977 -2.134 1.354
O -4.314 -0.772 1.619
P -3.132 0.354 1.563
O -2.925 0.715 3.131
C -2.177 -0.243 3.890
O -4.057 1.659 1.286
C -4.353 1.966 -0.075
H -4.443 -2.449 0.421
H -4.343 -2.744 2.183
H -2.899 -2.273 1.253
H -1.899 0.234 4.827
H -1.259 -0.535 3.377
H -2.794 -1.122 4.100
H -4.891 2.912 -0.072
H -4.979 1.189 -0.521
H -3.441 2.081 -0.664
C -1.540 -5.821 -2.778
N -0.760 -5.007 -1.873
C 0.114 -4.125 -2.627
C -1.572 -4.271 -0.887
C -2.511 -3.199 -1.415
C -3.757 -3.616 -1.897
C -4.687 -2.705 -2.376
C -4.355 -1.358 -2.379
C -3.115 -0.962 -1.887
C -2.141 -1.834 -1.363
H -0.867 -6.452 -3.365
H -2.152 -5.231 -3.481
H -2.212 -6.470 -2.211
H 0.819 -4.722 -3.213
H 0.676 -3.482 -1.949
H -0.452 -3.487 -3.323
H -0.876 -3.798 -0.194
H -2.137 -5.028 -0.331
H -4.021 -4.671 -1.870
H -5.655 -3.041 -2.733
H -5.061 -0.622 -2.754
H -2.901 0.111 -1.916



# 8
12
Properties=species:S:1:pos:R:3 method="wB97M-V/def2-TZVPD" homo_energy_ha=-0.364 lumo_ev=-0.78 de_lowest_ev=1.820 gap_ev=9.121
H 1.019 0.153 -2.511
N 0.783 0.752 -1.723
C 0.132 0.196 -0.798
C -0.157 -1.277 -0.714
O -0.678 -1.825 0.234
C -0.264 0.955 0.431
C 0.007 0.153 1.684
O -0.651 0.149 2.676
H -0.098 -1.796 -1.691
H 0.325 1.874 0.484
H -1.329 1.204 0.397
H 0.911 -0.538 1.532



# 9
17
Properties=species:S:1:pos:R:3 method="wB97M-V/def2-TZVPD" homo_energy_ha=-0.348 lumo_ev=0.96 de_lowest_ev=0.129 smiles="O[C@@H]1C=CCCC1" gap_ev=10.430
O -0.661 2.234 -0.356
C -1.070 0.868 -0.377
C -1.166 0.244 1.005
C -0.292 -0.651 1.470
C 0.960 -1.069 0.743
C 1.138 -0.390 -0.628
C -0.186 0.017 -1.293
H 0.299 2.254 -0.254
H -2.086 0.914 -0.786
H -2.027 0.537 1.607
H -0.439 -1.121 2.445
H 0.983 -2.164 0.650
H 1.812 -0.821 1.392
H 1.775 0.499 -0.513
H 1.684 -1.057 -1.304
H 0.029 0.581 -2.209
H -0.753 -0.875 -1.591



# 10
11
Properties=species:S:1:pos:R:3 method="wB97M-V/def2-TZVPD" homo_energy_ha=-0.370 lumo_ev=0.09 de_lowest_ev=6.263 gap_ev=10.167
C 1.609 2.798 -0.347
C 0.465 0.828 -1.923
C 0.200 0.617 -0.693
C -0.627 -1.428 0.235
C -0.195 -0.010 0.576
N 1.072 1.796 -0.723
H -1.219 -1.375 -0.733
H -1.319 -1.896 0.938
H 0.240 -2.107 0.272
H 0.757 0.139 1.288
H -0.984 0.640 1.110



| no. | DFT total energy (eV) |
| --- | --- |
| 1 | -27230.68482 |
| 2 | -73830.52568 |
| 3 | -184909.24383 |
| 4 | -18539.47296 |
| 5 | -85612.55535 |
| 6 | -10406.83096 |
| 7 | -159048.40393 |
| 8 | -9812.49520 |
| 9 | -8431.11092 |
| 10 | -6749.64506 |